[1]
{
  "formula": "C5H10N2O",
  "method": "ωB97M-V/def2-TZVPD",
  "smiles": "[H]/N=C\\C=C.[H]/N=C\\OC",
  "total_charge": 0,
  "relative_energy_kcal_mol": 80.2,
  "elements": ["H", "N", "C", "C", "C", "H", "H", "H", "H", "H", "N", "C", "O", "C", "H", "H", "H", "H"],
  "positions_angstrom": [[-0.836436, -1.582965, -0.684437], [-1.240142, -0.735336, -1.086661], [-1.586513, 0.133245, -0.195134], [-1.685056, -0.068660, 1.259023], [-1.211411, -1.123291, 1.917222], [-2.120461, 0.996843, -0.583963], [-2.059145, 0.783887, 1.811446], [-1.222857, -1.176742, 2.990140], [-0.806826, -1.986877, 1.405555], [0.004527, 2.727403, -0.783073], [0.464109, 2.364743, 0.047509], [0.807213, 1.166674, -0.035188], [1.030348, 0.460946, -1.307073], [2.089828, -0.473397, -1.371743], [1.268113, 0.660142, 0.810325], [3.055419, 0.039813, -1.267235], [2.003821, -1.228137, -0.579151], [2.045468, -0.958292, -2.347561]],
  "forces_ev_per_angstrom": [[-0.035, 0.063, 0.211], [-0.537, 1.130, 0.867], [-1.514, -2.235, -1.468], [0.958, 0.207, 0.479], [-0.201, 0.073, -0.277], [0.334, 0.303, 0.026], [-0.116, -0.018, 0.087], [-0.142, 0.010, 0.248], [0.097, -0.012, -0.072], [0.525, 0.067, -0.404], [-1.352, -0.539, 0.450], [2.979, -0.712, -2.690], [-0.794, 1.829, 1.871], [0.177, 0.215, 0.672], [-0.227, -0.264, 0.033], [-0.070, -0.178, -0.050], [0.045, -0.024, -0.116], [-0.127, 0.084, 0.132]]
}

[2]
{
  "formula": "C52H43BaClN3O4PSi",
  "method": "ωB97M-V/def2-TZVPD",
  "total_charge": 0,
  "relative_energy_kcal_mol": 19.2,
  "elements": ["Ba", "O", "C", "C", "C", "C", "C", "C", "C", "N", "C", "C", "N", "C", "C", "C", "C", "C", "C", "C", "O", "H", "H", "H", "H", "H", "H", "H", "H", "H", "H", "H", "H", "H", "H", "Cl", "C", "C", "C", "C", "C", "C", "P", "C", "C", "C", "C", "C", "C", "C", "C", "C", "C", "C", "C", "H", "H", "H", "H", "H", "H", "H", "H", "H", "H", "H", "H", "H", "H", "O", "N", "O", "Si", "C", "C", "C", "C", "C", "C", "C", "C", "C", "C", "C", "C", "C", "C", "C", "C", "C", "C", "H", "H", "H", "H", "H", "H", "H", "H", "H", "H", "H", "H", "H", "H", "H"],
  "positions_angstrom": [[1.877870, 0.921563, 0.686767], [3.595309, 0.565027, 2.289125], [4.783458, 0.019890, 2.309050], [5.636951, 0.093227, 3.427912], [6.876688, -0.514984, 3.426850], [7.334057, -1.228726, 2.319682], [6.520394, -1.310190, 1.203863], [5.283186, -0.672778, 1.175628], [4.402224, -0.787137, -0.011972], [4.012678, 0.128200, -0.808159], [4.579479, 1.485630, -0.686000], [3.768236, 2.584627, -1.409153], [2.629410, 3.044620, -0.628763], [2.425792, 4.282156, -0.402732], [1.469484, 4.855689, 0.530536], [1.432229, 6.259703, 0.579938], [0.688355, 6.945528, 1.510336], [-0.028428, 6.202920, 2.458002], [-0.018703, 4.830504, 2.443562], [0.699850, 4.091827, 1.470388], [0.668306, 2.803363, 1.470923], [5.281581, 0.634984, 4.295608], [7.502119, -0.441121, 4.308827], [8.302405, -1.709962, 2.331765], [6.850737, -1.866437, 0.332168], [3.982433, -1.777624, -0.212575], [5.558166, 1.442988, -1.170026], [4.752096, 1.775674, 0.356603], [3.420273, 2.178615, -2.364415], [4.455190, 3.414184, -1.622292], [3.054923, 5.026359, -0.914722], [2.030313, 6.812221, -0.138340], [0.679841, 8.026637, 1.527672], [-0.602174, 6.719273, 3.219643], [-0.583520, 4.259791, 3.170710], [-0.346822, 0.637701, -2.000276], [-0.232386, -0.448058, -3.367506], [-0.848679, -0.030038, -4.537001], [-0.779219, -0.831316, -5.663286], [-0.094062, -2.037149, -5.614496], [0.508112, -2.442276, -4.435205], [0.446860, -1.663547, -3.277828], [1.191908, -2.213102, -1.689418], [-0.098943, -3.365435, -1.080890], [-1.257025, -3.691250, -1.777228], [-2.192005, -4.563168, -1.228868], [-1.972568, -5.126882, 0.016516], [-0.808358, -4.823664, 0.713889], [0.115575, -3.948293, 0.171051], [2.453919, -3.392857, -2.301374], [2.304522, -4.777403, -2.308149], [3.321784, -5.590084, -2.792167], [4.489608, -5.027808, -3.285791], [4.642974, -3.647721, -3.291700], [3.634862, -2.835602, -2.795965], [-1.371100, 0.916510, -4.552524], [-1.254526, -0.507471, -6.579797], [-0.029769, -2.663649, -6.494251], [1.037780, -3.386128, -4.402725], [-1.434250, -3.268796, -2.757796], [-3.094513, -4.798416, -1.778968], [-2.702586, -5.801323, 0.444797], [-0.626855, -5.262789, 1.686335], [1.011641, -3.702776, 0.729778], [1.393375, -5.225475, -1.931841], [3.197968, -6.665450, -2.786274], [5.280232, -5.663230, -3.663450], [5.552872, -3.203737, -3.674978], [3.758913, -1.757713, -2.787495], [0.009524, -0.996909, 1.187611], [-1.165904, -0.916252, 1.327199], [-1.577698, 0.372969, 1.355971], [-3.279250, 0.706294, 1.420209], [-4.036451, 0.267428, -0.221000], [-3.710511, -0.906514, -0.902690], [-4.302427, -1.210602, -2.119357], [-5.239721, -0.349145, -2.673265], [-5.587725, 0.814229, -2.004105], [-4.988880, 1.118588, -0.788949], [-3.997859, -0.270607, 2.824946], [-5.387740, -0.402640, 2.895324], [-5.987243, -1.091834, 3.938354], [-5.201664, -1.666447, 4.928514], [-3.820933, -1.546505, 4.874324], [-3.224567, -0.851355, 3.831062], [-3.387059, 2.528109, 1.689142], [-3.015275, 3.414034, 0.671810], [-3.126045, 4.782063, 0.849632], [-3.617479, 5.286148, 2.047104], [-3.979267, 4.424149, 3.070252], [-3.861384, 3.051179, 2.892640], [-2.990342, -1.599568, -0.485184], [-4.031447, -2.120075, -2.639354], [-5.699360, -0.586886, -3.624426], [-6.320403, 1.488699, -2.428469], [-5.257165, 2.040601, -0.285914], [-6.012878, 0.031501, 2.121413], [-7.064935, -1.184428, 3.977564], [-5.666555, -2.207977, 5.742378], [-3.206294, -1.991961, 5.645916], [-2.145307, -0.759759, 3.811369], [-2.625882, 3.030840, -0.265510], [-2.813265, 5.457816, 0.064106], [-3.701455, 6.356458, 2.185756], [-4.350892, 4.817838, 4.007728], [-4.148712, 2.382675, 3.696373]],
  "forces_ev_per_angstrom": [[-1.214, -0.662, 0.132], [0.740, -0.263, 0.337], [0.016, 0.143, -0.125], [-0.005, -0.025, 0.060], [-0.007, 0.000, 0.003], [-0.011, 0.018, 0.018], [-0.008, -0.009, -0.019], [0.022, -0.008, -0.045], [0.172, 0.045, -0.001], [0.348, 0.155, -0.338], [0.174, 0.086, -0.046], [0.080, 0.145, -0.094], [0.164, -0.209, 0.045], [0.054, 0.082, -0.030], [0.068, 0.007, -0.022], [0.002, 0.037, 0.004], [0.004, -0.020, -0.001], [-0.024, 0.000, -0.009], [-0.138, 0.026, -0.012], [0.147, -0.030, -0.162], [-0.273, 0.812, 0.105], [0.000, 0.001, 0.001], [-0.001, 0.004, 0.003], [0.001, -0.001, 0.003], [-0.006, 0.004, -0.003], [0.012, -0.037, -0.062], [0.029, 0.040, 0.041], [-0.001, -0.021, -0.001], [-0.013, -0.011, 0.006], [-0.004, -0.005, -0.044], [0.027, -0.010, 0.026], [0.001, -0.005, 0.000], [-0.002, 0.000, 0.002], [-0.004, 0.001, 0.004], [-0.005, -0.004, 0.009], [-0.077, -0.073, 0.043], [0.054, -0.061, -0.002], [0.003, 0.006, 0.029], [0.003, -0.015, -0.023], [-0.002, 0.003, -0.011], [-0.011, 0.020, 0.011], [-0.030, 0.127, 0.005], [-0.011, -0.057, 0.107], [0.034, -0.030, 0.030], [-0.057, 0.015, -0.019], [-0.004, 0.049, -0.012], [0.029, -0.016, 0.028], [-0.030, -0.024, -0.010], [-0.010, 0.103, -0.001], [0.005, 0.035, -0.112], [0.003, 0.021, 0.043], [0.014, 0.016, -0.009], [-0.012, -0.016, -0.001], [-0.008, 0.027, 0.006], [0.005, -0.004, 0.010], [0.001, -0.002, -0.011], [-0.002, 0.000, 0.000], [0.000, -0.001, -0.002], [0.000, 0.001, 0.001], [-0.040, 0.027, -0.003], [0.002, -0.006, -0.011], [0.000, 0.001, 0.003], [-0.001, 0.000, 0.001], [0.006, 0.015, 0.007], [0.017, -0.011, -0.010], [-0.004, 0.000, 0.000], [0.000, 0.000, 0.001], [-0.002, 0.003, 0.002], [0.022, 0.011, 0.022], [-0.602, -0.217, 0.226], [-0.107, -0.079, -0.056], [0.178, -0.067, -0.104], [0.085, -0.048, 0.007], [-0.031, 0.032, -0.011], [-0.018, -0.047, -0.042], [0.028, 0.002, 0.006], [-0.003, 0.002, -0.001], [-0.001, -0.008, 0.014], [0.020, 0.021, -0.034], [-0.005, -0.062, -0.010], [0.002, -0.038, -0.004], [0.010, 0.004, 0.017], [-0.011, 0.005, -0.008], [0.018, 0.014, -0.010], [-0.029, 0.035, 0.037], [0.057, 0.060, 0.057], [0.040, 0.017, 0.037], [0.029, -0.001, -0.014], [0.019, 0.008, 0.016], [0.000, -0.013, -0.004], [-0.016, 0.029, -0.031], [0.075, -0.045, 0.022], [0.019, -0.038, -0.002], [0.002, -0.001, 0.003], [0.000, -0.001, -0.001], [0.002, -0.010, 0.001], [0.007, -0.005, -0.006], [-0.001, -0.001, 0.000], [-0.001, -0.001, 0.000], [-0.001, -0.001, 0.000], [-0.003, -0.002, 0.003], [-0.006, -0.001, -0.001], [-0.004, 0.001, 0.003], [0.000, 0.006, 0.001], [-0.002, 0.002, -0.003], [0.001, -0.003, 0.000]]
}

[3]
{
  "formula": "C4H5NO",
  "method": "ωB97M-V/def2-TZVPD",
  "total_charge": 0,
  "relative_energy_kcal_mol": 72.0,
  "elements": ["C", "C", "C", "C", "O", "N", "H", "H", "H", "H", "H"],
  "positions_angstrom": [[-1.781481, -0.102537, 0.120840], [-0.359067, 0.415822, 0.041419], [-0.073129, 1.688336, 0.067799], [0.875113, -0.481896, 0.091794], [0.822642, -1.618746, 0.509241], [2.024510, 0.110389, -0.340510], [-2.054222, -0.691841, -0.759673], [-2.478075, 0.739369, 0.189836], [-1.912546, -0.726554, 1.009406], [2.896370, -0.385214, -0.227593], [2.039885, 1.052869, -0.702558]],
  "forces_ev_per_angstrom": [[-0.086, 0.011, 0.004], [0.128, 0.554, 0.057], [-0.274, -0.533, 0.018], [0.099, -0.191, 0.049], [-0.122, 0.426, -0.156], [-0.017, -0.100, 0.015], [0.225, 0.077, 0.105], [0.134, -0.149, -0.006], [0.183, 0.074, -0.132], [-0.184, 0.015, 0.012], [-0.086, -0.184, 0.034]]
}